A molecular structure, C54H53ClNO2OsP4S in a non-equilibrium geometry, computed with ωB97M-V with the def2-TZVPD basis set.

Each line ends with the Mulliken spin population.
Cartesian coordinates (Å):
Os (0.10176, -0.98627, 1.14445)  3.0159
C (3.66118, 6.19409, 2.19775)  0.0000
S (1.86688, 6.13028, 2.43737)  0.0018
C (1.74865, 4.98614, 3.85449)  0.0007
C (1.04519, 3.67763, 3.49725)  0.0091
C (1.74803, 2.96665, 2.34752)  -0.0121
N (1.13105, 1.67909, 1.94426)  0.0358
P (-0.11292, 1.42071, 0.79590)  0.2296
C (0.49181, 2.33007, -0.62782)  -0.0615
C (1.21701, 1.62600, -1.59436)  0.0569
C (1.85982, 2.30907, -2.61381)  -0.0023
C (1.77024, 3.69621, -2.67811)  0.0002
C (1.04957, 4.39801, -1.72049)  0.0018
C (0.41153, 3.72232, -0.68706)  -0.0070
C (-1.57569, 2.19788, 1.47947)  0.0159
C (-1.87299, 1.97054, 2.82662)  0.0203
C (-2.98637, 2.56016, 3.39983)  -0.0105
C (-3.82682, 3.35196, 2.62466)  0.0209
C (-3.55546, 3.55126, 1.27677)  -0.0001
C (-2.43368, 2.97374, 0.69967)  0.0046
P (1.68335, 0.18804, 2.44820)  0.1479
C (1.72864, 0.19066, 4.22529)  -0.0458
C (0.58388, -0.12746, 4.96213)  0.0337
C (0.58814, 0.02389, 6.33799)  0.0020
C (1.73077, 0.49208, 6.97903)  0.0001
C (2.87108, 0.80359, 6.24899)  0.0002
C (2.87979, 0.65043, 4.87102)  -0.0001
C (3.32737, -0.07353, 1.82708)  0.0143
C (4.10604, -1.11121, 2.35558)  0.0254
C (5.37676, -1.33469, 1.85494)  -0.0027
C (5.85717, -0.54792, 0.81215)  0.0119
C (5.07604, 0.46877, 0.27449)  -0.0028
C (3.80668, 0.71008, 0.77593)  -0.0080
H (3.85499, 6.95604, 1.44504)  0.0000
H (4.05734, 5.23811, 1.84941)  -0.0001
H (4.15350, 6.48549, 3.12388)  0.0001
H (1.18283, 5.50418, 4.62417)  0.0003
H (2.75586, 4.80458, 4.23291)  -0.0002
H (0.01065, 3.89009, 3.22347)  0.0009
H (1.03306, 3.02133, 4.37491)  -0.0006
H (2.78989, 2.76858, 2.61454)  0.0021
H (1.75694, 3.62308, 1.47932)  -0.0002
H (1.29046, 0.54298, -1.52549)  0.0155
H (2.44246, 1.76965, -3.35262)  0.0000
H (2.27299, 4.23339, -3.47331)  -0.0001
H (0.98345, 5.47806, -1.77162)  0.0009
H (-0.13687, 4.28318, 0.05966)  0.0004
H (-1.22027, 1.35061, 3.42789)  -0.0062
H (-3.19891, 2.41018, 4.45146)  -0.0002
H (-4.69892, 3.81271, 3.07286)  0.0006
H (-4.21732, 4.16452, 0.67593)  0.0006
H (-2.21780, 3.13683, -0.34906)  0.0019
H (-0.30394, -0.50258, 4.46622)  -0.0032
H (-0.29218, -0.23056, 6.91502)  0.0002
H (1.73520, 0.60599, 8.05561)  0.0000
H (3.76114, 1.15565, 6.75524)  0.0001
H (3.77667, 0.87896, 4.30646)  0.0018
H (3.72145, -1.73410, 3.15747)  0.0009
H (5.99667, -2.11513, 2.27829)  -0.0002
H (6.84614, -0.73399, 0.41176)  0.0003
H (5.46137, 1.07908, -0.53400)  -0.0002
H (3.19739, 1.50321, 0.35983)  0.0100
O (-2.13988, -0.85029, -0.55089)  0.0231
P (-2.30690, -0.96501, -2.06165)  0.0153
C (-0.77488, -1.52738, -2.87343)  0.0019
P (0.09063, -2.73833, -1.86085)  -0.0018
O (0.60716, -1.99214, -0.59918)  0.1663
C (-1.08627, -4.05184, -1.57041)  0.0098
C (-1.67621, -4.19574, -0.31730)  -0.0160
C (-2.58061, -5.21580, -0.07316)  0.0006
C (-2.91426, -6.09681, -1.09675)  0.0001
C (-2.35315, -5.94699, -2.36241)  0.0006
C (-1.44315, -4.93139, -2.60455)  0.0013
C (1.48976, -3.34121, -2.75477)  0.0015
C (1.73003, -4.70163, -2.96561)  0.0001
C (2.84028, -5.09208, -3.70059)  -0.0001
C (3.71717, -4.13901, -4.19770)  0.0018
C (3.50466, -2.78593, -3.95228)  -0.0004
C (2.39686, -2.38299, -3.22936)  0.0002
C (-2.79261, 0.54187, -2.87569)  -0.0046
C (-3.97526, 1.13868, -2.40691)  0.0024
C (-4.42438, 2.31970, -2.96875)  -0.0005
C (-3.70864, 2.90403, -4.00989)  0.0005
C (-2.56063, 2.29378, -4.50670)  -0.0002
C (-2.10165, 1.11081, -3.94683)  0.0004
C (-3.59864, -2.12888, -2.48509)  0.0059
C (-3.92522, -2.33520, -3.85961)  0.0013
C (-4.96048, -3.17642, -4.20461)  0.0005
C (-5.68049, -3.81530, -3.19981)  0.0000
C (-5.36693, -3.60199, -1.83579)  0.0002
C (-4.33574, -2.74904, -1.48218)  0.0008
H (-0.10317, -0.67866, -3.01747)  0.0038
H (-1.01573, -1.95903, -3.85041)  0.0002
H (-1.44787, -3.49072, 0.46248)  0.0172
H (-3.02791, -5.32680, 0.90894)  0.0006
H (-3.61559, -6.90125, -0.91014)  0.0001
H (-2.61702, -6.63496, -3.15741)  0.0001
H (-1.01394, -4.82122, -3.59535)  0.0002
H (1.06977, -5.45212, -2.55252)  0.0003
H (3.02243, -6.14422, -3.87813)  0.0001
H (4.58388, -4.45157, -4.76620)  0.0001
H (4.20671, -2.04950, -4.32191)  0.0000
H (2.24284, -1.32780, -3.02259)  0.0037
H (-4.54213, 0.65820, -1.61551)  0.0000
H (-5.33824, 2.78014, -2.61423)  0.0000
H (-4.06193, 3.82625, -4.45553)  0.0000
H (-2.02801, 2.73486, -5.34042)  0.0001
H (-1.21748, 0.64320, -4.36288)  0.0001
H (-3.37189, -1.81714, -4.63741)  0.0000
H (-5.22010, -3.32719, -5.24407)  0.0000
H (-6.49793, -4.47620, -3.46419)  0.0000
H (-5.94120, -4.10076, -1.06421)  0.0000
H (-4.10243, -2.55766, -0.44143)  -0.0014
Cl (-1.41125, -2.33108, 2.85481)  0.1659
C (0.30791, -2.63544, 2.43467)  0.0596
H (0.41201, -3.59583, 1.93818)  0.0086
H (0.90895, -2.57938, 3.33322)  0.0078

Force components x, y, z for each atom (eV/Å):
-1.0115 -1.1717 -2.0005
-0.0713 -0.1182 0.0126
0.0724 0.0355 0.0297
-0.0431 0.0477 -0.2731
0.0748 -0.1436 0.0592
-0.1176 -0.0181 0.0958
-0.0772 -0.1447 0.0428
0.7230 1.4928 0.6830
-0.2198 -0.4475 -0.3628
-0.0395 -0.0119 0.0156
0.0396 -0.0223 -0.0156
0.0033 -0.0116 0.0290
-0.0302 -0.0105 0.0502
-0.0811 0.0416 -0.0893
-0.1391 -0.2981 -0.2134
-0.0500 -0.0218 0.0260
0.0488 -0.0617 0.0480
-0.0011 0.0014 -0.0120
0.0231 0.0250 -0.0707
-0.0511 -0.0175 -0.1572
0.1577 0.9491 0.3666
-0.0863 -0.3951 0.0623
0.0438 0.0069 0.0274
-0.0223 -0.0124 0.0278
0.0017 0.0102 -0.0179
0.0210 0.0191 0.0117
0.0530 -0.0470 -0.0137
-0.0191 -0.3680 -0.0953
-0.0094 -0.0238 -0.0023
-0.0093 -0.0244 0.0103
-0.0213 -0.0015 -0.0190
0.0240 0.0420 -0.0421
0.0357 -0.0365 -0.0600
-0.0088 -0.0154 0.0128
-0.0006 0.0645 0.0074
-0.0089 0.0284 -0.0385
0.0316 -0.0566 0.1380
-0.0217 0.0250 0.0158
-0.0254 -0.0239 -0.0169
-0.0910 0.0567 -0.0002
0.0095 -0.0601 -0.0347
0.0975 0.0201 -0.1081
0.0353 0.0426 -0.0206
-0.0791 0.0293 0.0302
-0.0362 -0.0297 0.0296
0.0174 -0.0578 0.0230
0.0399 0.0114 0.0029
0.0443 0.0510 0.0953
0.0013 -0.0176 -0.0664
0.0495 -0.0214 -0.0191
0.0774 -0.0423 0.0375
-0.0857 -0.0320 -0.0145
0.0048 0.0446 0.0395
0.0382 0.0125 -0.0257
-0.0044 -0.0052 -0.0281
-0.0416 -0.0038 -0.0221
-0.0370 0.0047 0.0456
0.0720 0.0722 0.0088
-0.0482 0.0121 -0.0474
-0.0204 0.0342 0.0468
-0.0189 -0.0328 0.0626
0.0205 0.0202 0.0004
0.8336 0.0386 0.1304
-0.5762 -0.1337 0.3738
0.1293 0.1850 0.0743
-0.4462 -0.4113 -0.5418
-0.3222 0.2739 1.0277
0.0952 -0.2135 0.3045
0.1318 -0.1352 -0.1028
-0.0415 -0.1593 -0.0951
0.0795 0.0864 0.0706
-0.0446 0.0082 0.0677
0.0708 0.2496 -0.0110
0.2701 0.0453 -0.0230
0.0249 0.1136 0.0229
-0.0055 -0.0153 0.0421
0.0236 -0.0054 0.0081
0.0124 0.0687 0.0493
-0.0159 -0.1313 -0.0663
-0.0044 0.3809 0.0030
0.2489 -0.1595 0.0031
0.0529 0.0343 -0.0581
0.1078 -0.0632 -0.1059
-0.1381 0.1511 -0.0202
-0.0591 0.0340 0.2078
-0.1782 -0.1178 -1.0255
0.4931 0.3057 1.1162
-0.1037 -0.1017 0.2064
0.1506 0.0654 1.0755
-0.4387 -0.2668 -1.0861
0.1015 0.0536 -0.2220
-0.0001 0.0495 -0.0769
0.0714 -0.0209 0.0800
0.0288 0.0879 0.1571
0.0352 0.0239 -0.0944
0.0358 0.0414 -0.0149
0.0075 0.0856 0.0459
-0.0305 -0.0384 0.0558
-0.0082 0.0198 -0.0467
0.0032 0.0408 0.0139
-0.0361 0.0122 -0.0050
-0.0209 -0.0370 -0.0086
-0.0073 -0.0340 -0.0706
0.0314 0.0678 0.0066
0.0317 -0.0339 -0.0059
0.0189 -0.0498 0.0170
-0.0463 -0.0047 0.0370
0.0082 0.0211 0.0436
-0.0228 0.0137 0.0425
0.0111 -0.0103 0.0182
0.0467 0.0437 0.0601
-0.0280 0.0226 -0.0874
-0.0004 -0.0133 -0.0549
0.0624 -0.0589 -0.2795
0.1589 0.1618 0.5361
-0.0368 0.0141 -0.1980
0.0018 0.0209 0.0963

Output
Relative energy (zero: lowest compared OMol25 entry of this formula, charge and spin) ... 0.320 eV
2S+1 ... 5
Frontier orbital gap (spin up / spin down) ... 0.22360 / 0.13448 Eh
HOMO (spin up / spin down) ... -14.30 / -14.29 eV
Charge ... +3
F_max ... 2.5 eV/A